# 1
Formula: C30H38Cl6FeNOP2Si
Source: the Open Molecules 2025 dataset
Level of theory: wB97M-V/def2-TZVPD

XYZ file:
```
80
Properties=species:S:1:pos:R:3:mulliken_spin:R:1
Fe 0.854 0.623 -0.060 3.9805
C -0.335 3.254 -3.385 -0.0002
C -1.045 3.490 -2.054 0.0360
C -0.405 4.653 -1.291 0.0084
P -1.141 1.969 -1.011 0.1495
C -2.530 2.325 0.195 0.0083
C -3.431 3.513 -0.148 0.0048
C -3.423 1.101 0.409 0.0093
C -1.753 0.643 -2.064 -0.0816
C -2.941 0.772 -2.784 -0.0255
C -3.546 -0.315 -3.381 0.0206
C -2.966 -1.567 -3.200 -0.0095
C -1.777 -1.711 -2.520 0.0216
C -1.087 -0.599 -1.998 0.0900
N 0.167 -0.719 -1.374 0.1315
C 0.992 -1.792 -1.777 0.0580
C 1.037 -2.306 -3.085 0.0194
C 1.886 -3.340 -3.414 -0.0034
C 2.742 -3.902 -2.470 0.0261
C 2.752 -3.377 -1.193 -0.0376
C 1.908 -2.321 -0.850 -0.0198
P 1.822 -1.589 0.799 0.1041
C 3.483 -1.737 1.602 0.0220
C 3.545 -0.853 2.854 0.0053
C 4.660 -1.372 0.703 0.0208
C 0.814 -2.891 1.654 0.0209
C -0.498 -3.154 0.912 0.0101
C 0.598 -2.675 3.147 0.0088
H -0.344 4.177 -3.967 0.0007
H -0.817 2.474 -3.975 -0.0004
H 0.704 2.964 -3.237 0.0013
H -2.085 3.751 -2.270 0.0024
H 0.676 4.544 -1.264 -0.0016
H -0.752 4.739 -0.260 -0.0011
H -0.630 5.594 -1.797 -0.0009
H -2.014 2.541 1.135 0.0027
H -3.985 3.335 -1.072 0.0002
H -2.909 4.464 -0.241 0.0003
H -4.171 3.621 0.648 -0.0002
H -4.099 0.969 -0.436 -0.0006
H -4.032 1.257 1.303 0.0003
H -2.855 0.186 0.538 -0.0039
H -3.412 1.747 -2.843 0.0007
H -4.468 -0.202 -3.936 0.0006
H -3.454 -2.450 -3.594 -0.0002
H -1.369 -2.703 -2.390 0.0010
H 0.413 -1.875 -3.853 0.0021
H 1.894 -3.705 -4.433 0.0000
H 3.400 -4.718 -2.737 0.0006
H 3.425 -3.781 -0.446 0.0010
H 3.571 -2.787 1.908 0.0019
H 3.438 0.199 2.577 0.0025
H 4.520 -0.968 3.331 0.0000
H 2.780 -1.077 3.594 -0.0016
H 4.724 -0.291 0.578 0.0006
H 4.623 -1.823 -0.287 0.0003
H 5.590 -1.688 1.181 0.0000
H 1.448 -3.779 1.525 0.0073
H -1.108 -2.255 0.855 -0.0001
H -1.061 -3.920 1.451 0.0012
H -0.316 -3.521 -0.098 -0.0028
H 0.086 -1.736 3.356 -0.0002
H 1.530 -2.693 3.709 0.0005
H -0.027 -3.482 3.535 0.0006
Cl -1.409 2.181 6.720 0.0002
C -1.168 1.543 5.121 0.0006
C -0.159 2.046 4.321 -0.0064
C -0.016 1.506 3.060 -0.0395
Cl 1.266 2.130 2.033 0.0372
C -0.811 0.489 2.492 0.0059
O -0.636 0.036 1.295 0.0197
C -1.798 0.004 3.390 -0.0007
Cl -2.781 -1.349 2.925 0.0002
C -1.978 0.519 4.659 0.0001
H 0.496 2.832 4.668 -0.0001
H -2.749 0.105 5.295 0.0003
Cl 4.951 0.858 -1.931 0.0466
Si 2.898 0.581 -1.725 0.2460
Cl 2.346 2.577 -0.931 0.0690
Cl 2.254 0.712 -3.700 0.0276
```

Highest occupied orbital energy (alpha / beta) in eV: -7.5 / -7.4
2S+1: 6
Expectation value of S²: 8.78
E_LUMO (alpha / beta) in eV: 0.6 / -1.3
ΔE to the lowest compared entry with this formula, charge and spin in kcal/mol: 20.6
Frontier orbital gap (alpha / beta) in eV: 8.14 / 6.09


# 2
Formula: C4H5O
Source: the Open Molecules 2025 dataset
Level of theory: wB97M-V/def2-TZVPD

XYZ file:
```
10
Properties=species:S:1:pos:R:3:lowdin_charge:R:1
C 0.764 -0.717 0.386 0.0268
C -0.428 -0.813 -0.244 0.0513
C 1.167 0.633 0.292 0.0675
C -0.936 0.520 -0.367 -0.0879
O 0.203 1.418 -0.160 0.0991
H 1.393 -1.486 0.719 0.1243
H -0.974 -1.724 -0.308 0.1494
H 2.132 1.049 0.494 0.1656
H -1.521 0.678 -1.277 0.1662
H -1.801 0.442 0.463 0.2377
```

Highest occupied orbital energy in eV: -16.7
2S+1: 1
Total charge: +1
E_LUMO in eV: -6.4
ΔE to the lowest compared entry with this formula, charge and spin in kcal/mol: 0.0
Frontier orbital gap in eV: 10.31


# 3
Formula: C28H31F32N2O8
Source: the Open Molecules 2025 dataset
Level of theory: wB97M-V/def2-TZVPD

XYZ file:
```
101
Properties=species:S:1:pos:R:3:lowdin_charge:R:1
C 8.238 -0.819 2.308 -0.1474
C 7.008 -1.857 2.578 -0.2356
C 5.660 -0.976 2.554 -0.2009
C 4.489 -1.553 1.606 -0.2739
C 4.370 -0.595 0.286 -0.0730
C 3.073 -1.768 2.341 -0.3620
N 3.334 -2.700 3.503 0.0594
C 2.323 -0.419 2.763 -0.1007
O 3.092 0.460 3.651 -0.1068
N 3.344 1.599 2.945 -0.0318
O 3.748 2.433 3.719 -0.0059
C 2.062 -2.537 1.317 -0.4953
O 1.060 -1.917 0.776 -0.1166
O 2.264 -3.874 1.041 -0.1696
H 9.220 -1.367 2.575 0.0674
H 8.065 0.086 2.990 0.0702
H 8.263 -0.443 1.231 0.0702
H 7.153 -2.237 3.660 0.1047
H 6.975 -2.702 1.812 0.1026
H 5.900 0.083 2.168 0.0940
H 5.277 -0.877 3.642 0.1035
H 4.841 -2.575 1.188 0.1352
H 4.466 0.507 0.569 0.0625
H 3.373 -0.750 -0.263 0.0813
H 5.201 -0.956 -0.434 0.0839
H 3.556 -2.170 4.357 0.0616
H 4.147 -3.285 3.220 0.0828
H 2.069 0.183 1.826 0.1253
H 1.363 -0.726 3.322 0.1501
C -2.710 -0.858 -1.464 -0.0354
C -2.584 -2.205 -0.720 -0.4240
C -1.290 -2.989 -0.953 -0.2988
F -1.077 -3.287 -2.254 0.0781
F -1.335 -4.177 -0.298 0.0960
F -3.681 -2.958 -0.997 0.1055
F -2.655 -1.925 0.615 0.1068
O -3.421 -0.846 -2.717 0.0243
C -2.711 -1.244 -3.874 -0.5007
C -3.207 -2.576 -4.455 -0.2753
F -3.226 -3.563 -3.534 0.0952
F -2.393 -3.003 -5.456 0.0929
F -1.393 -1.241 -3.602 0.1377
F -2.906 -0.264 -4.790 0.1258
H -3.315 -0.216 -0.818 0.1443
H -1.749 -0.341 -1.542 0.1460
H -0.424 -2.436 -0.579 0.1334
H -4.219 -2.478 -4.849 0.1381
C 4.533 2.988 6.804 -0.0449
C 3.998 4.300 7.418 -0.4297
C 5.046 5.358 7.779 -0.2973
F 5.967 4.920 8.657 0.0890
F 4.448 6.430 8.365 0.0849
F 3.214 3.997 8.481 0.1215
F 3.164 4.858 6.490 0.1052
O 4.745 1.876 7.694 0.0374
C 5.951 1.850 8.431 -0.5047
C 5.738 2.059 9.938 -0.2740
F 5.028 3.175 10.206 0.0907
F 6.926 2.197 10.581 0.0904
F 6.817 2.731 7.891 0.1303
F 6.489 0.627 8.230 0.1442
H 3.753 2.633 6.127 0.1250
H 5.399 3.158 6.158 0.1443
H 5.564 5.715 6.886 0.1729
H 5.201 1.217 10.376 0.1730
C -8.751 -3.709 -6.653 -0.0429
C -9.812 -4.709 -6.142 -0.4336
C -10.699 -4.228 -4.989 -0.3006
F -10.005 -3.875 -3.893 0.0962
F -11.539 -5.222 -4.598 0.0910
F -9.198 -5.877 -5.841 0.1275
F -10.635 -4.984 -7.199 0.0990
O -7.416 -3.821 -6.133 0.0366
C -7.153 -3.222 -4.878 -0.4854
C -6.875 -4.247 -3.767 -0.2704
F -7.854 -5.172 -3.668 0.0952
F -6.799 -3.639 -2.559 0.1081
F -8.155 -2.373 -4.579 0.1366
F -6.052 -2.454 -5.052 0.1208
H -8.631 -3.921 -7.719 0.1479
H -9.110 -2.676 -6.618 0.1434
H -11.312 -3.378 -5.297 0.1724
H -5.940 -4.777 -3.949 0.1755
C -2.688 4.036 -4.782 -0.0399
C -1.480 4.220 -5.725 -0.4311
C -0.223 3.413 -5.385 -0.2959
F 0.259 3.669 -4.156 0.0962
F 0.778 3.716 -6.253 0.0900
F -1.205 5.543 -5.828 0.1209
F -1.889 3.828 -6.970 0.0994
O -2.859 4.997 -3.726 0.0305
C -2.099 4.813 -2.546 -0.5033
C -1.024 5.893 -2.349 -0.2755
F -0.224 6.023 -3.428 0.0920
F -0.215 5.584 -1.306 0.1001
F -1.601 3.561 -2.535 0.1358
F -2.976 4.874 -1.520 0.1448
H -3.577 4.171 -5.403 0.1473
H -2.768 3.010 -4.410 0.1411
H -0.415 2.340 -5.462 0.1745
H -1.480 6.865 -2.160 0.1724
```

Highest occupied orbital energy in eV: -4.9
2S+1: 1
Total charge: -1
E_LUMO in eV: 1.6
Frontier orbital gap in eV: 6.51


# 4
Formula: F4H4N2O14PS4Tl
Source: the Open Molecules 2025 dataset
Level of theory: wB97M-V/def2-TZVPD

XYZ file:
```
30
Properties=species:S:1:pos:R:3:mulliken_spin:R:1
Tl -0.914 0.734 -0.091 0.0392
N 1.685 1.385 0.990 0.5044
S 2.592 0.670 1.946 -0.0947
O 2.847 1.338 3.212 0.3043
O 3.531 -0.327 1.435 0.2270
F 1.372 -0.317 2.446 -0.0050
S 3.030 2.314 0.360 -0.0224
O 3.713 1.705 -0.746 0.0313
O 3.692 3.188 1.333 0.0227
F 2.239 3.475 -0.480 -0.0014
N 0.151 -1.264 -1.704 0.0013
S 1.515 -2.280 -1.479 -0.0018
O 2.781 -1.558 -1.532 0.0006
O 1.499 -3.706 -1.829 0.0007
F 1.260 -2.330 0.049 -0.0006
S 0.185 -1.609 -3.182 -0.0004
O -0.590 -2.784 -3.589 0.0002
O 1.341 -1.156 -3.954 0.0007
F -0.847 -0.453 -3.553 0.0000
P -3.387 0.802 2.462 0.0264
O -4.098 1.732 3.432 0.2191
O -3.709 -0.654 2.735 -0.4290
O -1.833 1.033 2.614 0.7070
O -3.520 1.015 0.914 -0.5338
O -1.538 -1.587 1.699 0.0043
H -1.470 -2.538 1.785 -0.0008
H -2.319 -1.356 2.203 -0.0018
O -2.741 1.516 -2.281 0.0030
H -3.289 2.259 -2.532 -0.0002
H -3.179 0.754 -2.660 -0.0002
```

Highest occupied orbital energy (alpha / beta) in eV: -7.5 / -7.5
2S+1: 2
Total charge: -1
Expectation value of S²: 1.78
E_LUMO (alpha / beta) in eV: -0.9 / -4.1
Frontier orbital gap (alpha / beta) in eV: 6.63 / 3.41


# 5
Formula: C2H12CoNO
Source: the Open Molecules 2025 dataset
Level of theory: wB97M-V/def2-TZVPD

XYZ file:
```
17
Properties=species:S:1:pos:R:3:mulliken_spin:R:1
C 1.234 -1.578 0.747 1.3696
Co -0.300 0.504 -1.600 1.7875
N 1.487 1.303 -0.831 0.5734
H 0.137 -1.532 0.687 0.0923
H -0.875 1.306 -2.762 0.0138
H 1.514 -2.433 1.377 -0.7016
H 1.628 -0.662 1.197 -0.1944
H 1.658 -1.733 -0.259 0.0570
H 1.297 1.700 0.093 -0.1984
H 1.844 2.040 -1.437 -0.0960
H 2.215 0.605 -0.713 -0.1950
C -1.897 0.208 0.949 2.1368
O -1.685 -0.096 -0.425 -1.0868
H -0.967 0.027 1.496 0.1267
H -2.694 -0.435 1.329 -0.4662
H -2.152 1.272 1.035 -0.3697
H -2.443 -0.496 -0.884 0.1510
```

Highest occupied orbital energy (alpha / beta) in eV: 0.9 / -2.4
2S+1: 4
Total charge: -1
Expectation value of S²: 3.78
E_LUMO (alpha / beta) in eV: 3.7 / 3.9
ΔE to the lowest compared entry with this formula, charge and spin in kcal/mol: 0.0
Frontier orbital gap (alpha / beta) in eV: 2.77 / 6.32


# 6
Formula: C24H23NO2
Source: the Open Molecules 2025 dataset
Level of theory: wB97M-V/def2-TZVPD

XYZ file:
```
50
Properties=species:S:1:pos:R:3:lowdin_charge:R:1
C -1.257 -0.251 -5.360 -0.1067
C -0.468 -0.102 -4.207 -0.0916
C -0.980 0.574 -3.094 -0.0541
C -2.264 1.128 -3.138 -0.2337
C -2.792 1.819 -1.894 -0.1181
C -3.042 0.785 -0.778 -0.3895
C -3.913 1.229 0.398 -0.1594
O -3.465 0.444 1.498 -0.0217
C -2.277 -0.188 1.126 -0.6059
O -1.758 -0.961 1.923 0.0135
N -1.891 0.208 -0.133 0.0551
C -3.076 0.932 -4.264 -0.0473
C -2.572 0.240 -5.372 -0.0969
H -0.854 -0.757 -6.243 0.0952
H 0.543 -0.509 -4.159 0.0940
H -0.422 0.641 -2.155 0.0894
H -2.063 2.548 -1.518 0.1166
H -3.734 2.342 -2.107 0.1135
H -3.657 -0.015 -1.270 0.1442
H -3.797 2.302 0.602 0.1169
H -4.969 1.009 0.223 0.1175
H -4.105 1.309 -4.240 0.1100
H -3.212 0.091 -6.244 0.0969
C 4.527 3.304 3.364 -0.0387
C 3.691 2.232 2.734 -0.2423
C 2.853 2.550 1.656 -0.0249
C 2.015 1.605 1.088 0.0255
C 1.973 0.244 1.553 -0.1539
C 0.976 -0.623 1.015 0.1357
C 0.832 -2.037 1.163 -0.1851
C 0.114 -2.781 0.170 0.0163
C -0.022 -4.161 0.262 -0.0510
C 0.545 -4.865 1.340 -0.0415
C 1.248 -4.153 2.326 -0.0623
C 1.331 -2.764 2.282 -0.0056
C 2.974 -0.092 2.531 0.0169
C 3.715 0.899 3.169 -0.0188
H 5.022 2.953 4.272 0.0807
H 5.306 3.672 2.683 0.0952
H 3.916 4.178 3.618 0.0929
H 2.862 3.568 1.266 0.1239
H 1.368 1.864 0.245 0.1274
H 0.223 -0.139 0.383 0.0903
H -0.341 -2.220 -0.650 0.1222
H -0.574 -4.700 -0.510 0.1127
H 0.422 -5.950 1.417 0.1131
H 1.738 -4.694 3.137 0.1085
H 1.755 -2.216 3.125 0.1027
H 3.196 -1.136 2.757 0.1031
H 4.359 0.643 4.013 0.1193
```

Highest occupied orbital energy in eV: -6.7
2S+1: 1
E_LUMO in eV: -2.6
ΔE to the lowest compared entry with this formula, charge and spin in kcal/mol: 83.6
Frontier orbital gap in eV: 4.11


# 7
Formula: C3H3O4Tl
Source: the Open Molecules 2025 dataset
Level of theory: wB97M-V/def2-TZVPD

XYZ file:
```
11
Properties=species:S:1:pos:R:3:lowdin_charge:R:1
H -1.151 -1.830 0.313 0.0925
O -1.875 1.056 1.060 0.1506
C -1.272 -0.887 -0.229 0.0008
C -1.095 0.252 0.652 -0.2911
H -2.208 -0.816 -0.787 0.0902
O 1.504 0.112 -1.146 -0.1958
C 1.515 0.019 0.124 -0.9782
O 2.222 -0.546 0.933 0.0637
O 0.494 0.881 0.586 -0.2618
Tl 2.007 2.587 -0.492 1.1231
H -0.141 -0.828 -1.014 0.2059
```

Highest occupied orbital energy in eV: -9.3
2S+1: 1
E_LUMO in eV: -0.7
ΔE to the lowest compared entry with this formula, charge and spin in kcal/mol: 25.6
Frontier orbital gap in eV: 8.64


# 8
Formula: C49H55N3NiO5PS2Si
Source: the Open Molecules 2025 dataset
Level of theory: wB97M-V/def2-TZVPD

XYZ file:
```
117
Properties=species:S:1:pos:R:3:mulliken_spin:R:1
Ni -0.376 -0.920 0.502 1.7039
C -0.274 3.259 0.996 -0.0001
C -0.942 2.154 1.811 -0.0044
C -2.133 2.727 2.582 -0.0014
C 0.094 1.561 2.769 -0.0023
O -1.390 1.075 0.955 -0.0413
Si -2.453 1.063 -0.320 0.0168
S -2.458 -0.923 -0.892 0.1016
O -1.895 2.137 -1.432 0.0067
C -2.520 2.777 -2.545 -0.0014
C -3.316 3.995 -2.062 0.0005
C -3.423 1.805 -3.304 0.0113
C -1.396 3.232 -3.472 0.0006
O -3.913 1.678 0.156 0.0081
C -5.112 1.134 0.693 0.0069
C -5.907 2.327 1.224 -0.0004
C -4.827 0.152 1.827 0.0007
C -5.905 0.429 -0.409 -0.0065
H -0.029 4.100 1.648 -0.0002
H -0.937 3.604 0.204 -0.0004
H 0.640 2.873 0.546 0.0009
H -1.783 3.489 3.280 0.0008
H -2.642 1.945 3.151 -0.0003
H -2.850 3.174 1.893 0.0002
H 0.805 2.326 3.083 0.0007
H 0.638 0.778 2.240 0.0045
H -0.363 1.131 3.664 -0.0005
H -4.020 3.680 -1.296 -0.0003
H -3.859 4.454 -2.891 0.0000
H -2.636 4.733 -1.629 0.0000
H -4.251 1.488 -2.673 -0.0027
H -2.851 0.921 -3.585 -0.0043
H -3.818 2.284 -4.202 -0.0002
H -0.735 3.933 -2.958 0.0001
H -1.817 3.725 -4.350 0.0000
H -0.806 2.372 -3.799 -0.0003
H -5.359 2.811 2.035 0.0001
H -6.881 2.005 1.598 -0.0001
H -6.054 3.054 0.423 0.0000
H -4.269 0.652 2.622 0.0003
H -4.236 -0.682 1.447 -0.0009
H -5.761 -0.232 2.242 -0.0004
H -6.172 1.139 -1.194 -0.0001
H -6.821 -0.002 0.000 -0.0001
H -5.295 -0.366 -0.839 0.0067
C 0.709 -4.669 -1.453 0.0030
C 0.544 -3.304 -1.205 -0.0036
N -0.166 -2.842 -0.203 0.0651
C -0.762 -3.722 0.626 0.0131
C -0.697 -5.113 0.431 0.0042
C 0.081 -5.578 -0.641 -0.0039
C -1.424 -5.975 1.307 0.0003
C -2.177 -5.473 2.313 0.0012
C -2.222 -4.068 2.569 0.0016
C -2.941 -3.506 3.635 -0.0032
C -2.875 -2.151 3.842 0.0016
C -2.092 -1.370 2.989 -0.0116
N -1.421 -1.864 1.973 0.0129
C -1.490 -3.195 1.746 -0.0179
H 1.323 -4.987 -2.285 0.0006
H 1.010 -2.569 -1.843 0.0000
H 0.177 -6.644 -0.813 -0.0002
H -1.365 -7.045 1.147 0.0000
H -2.748 -6.130 2.958 -0.0001
H -3.523 -4.145 4.288 -0.0001
H -3.408 -1.683 4.657 0.0003
H -2.008 -0.303 3.142 0.0050
N 0.900 0.090 -0.539 0.0465
P 1.807 0.229 -1.754 0.0047
C 1.150 0.185 -3.481 0.0052
C 1.835 0.806 -4.526 -0.0020
C 1.300 0.817 -5.804 0.0000
C 0.078 0.202 -6.050 0.0001
C -0.602 -0.424 -5.016 0.0002
C -0.071 -0.428 -3.732 0.0048
C 3.243 -0.924 -1.883 -0.0012
C 3.510 -1.733 -2.984 -0.0007
C 4.520 -2.685 -2.925 0.0003
C 5.266 -2.837 -1.765 -0.0002
C 4.994 -2.046 -0.656 0.0000
C 3.980 -1.104 -0.712 0.0018
C 2.592 1.891 -1.763 0.0090
C 3.953 2.164 -1.713 0.0019
C 4.398 3.481 -1.659 -0.0010
C 3.487 4.525 -1.653 0.0021
C 2.123 4.256 -1.700 -0.0021
C 1.679 2.946 -1.754 0.0003
H 2.790 1.280 -4.328 0.0001
H 1.832 1.311 -6.609 0.0000
H -0.344 0.220 -7.048 0.0000
H -1.555 -0.904 -5.205 -0.0001
H -0.615 -0.875 -2.908 -0.0094
H 2.929 -1.618 -3.892 -0.0002
H 4.723 -3.311 -3.787 0.0000
H 6.055 -3.578 -1.722 0.0000
H 5.562 -2.178 0.257 -0.0001
H 3.719 -0.515 0.161 0.0020
H 4.670 1.352 -1.718 0.0007
H 5.460 3.691 -1.620 0.0000
H 3.836 5.550 -1.603 0.0002
H 1.412 5.075 -1.681 0.0000
H 0.622 2.706 -1.772 -0.0003
O 6.778 -1.746 6.412 -0.0001
C 5.923 -0.760 6.012 -0.0001
O 6.035 0.323 6.530 -0.0003
C 4.937 -1.102 4.977 -0.0014
C 4.738 -2.391 4.459 0.0017
C 3.771 -2.638 3.514 0.0035
C 2.929 -1.613 3.025 0.0136
S 1.713 -2.018 1.875 0.0482
C 3.165 -0.313 3.520 -0.0036
C 4.128 -0.077 4.473 0.0023
H 6.612 -2.548 5.909 0.0001
H 5.333 -3.233 4.803 0.0000
H 3.628 -3.640 3.129 -0.0005
H 2.571 0.503 3.135 0.0030
H 4.287 0.923 4.857 0.0001
```

Highest occupied orbital energy (alpha / beta) in eV: -4.1 / -4.1
2S+1: 3
Total charge: -1
Expectation value of S²: 2.01
E_LUMO (alpha / beta) in eV: 1.8 / 1.9
ΔE to the lowest compared entry with this formula, charge and spin in kcal/mol: 2.3
Frontier orbital gap (alpha / beta) in eV: 5.93 / 5.91


no.,electronic energy (eV)
1,-171246.726
2,-6267.281
3,-135855.191
4,-99897.498
5,-43429.137
6,-30843.669
7,-16041.347
8,-146304.067